[1]
{"formula": "C6H11NO2S", "method": "ωB97M-V/def2-TZVPD", "species": ["S", "O", "O", "N", "C", "C", "C", "C", "C", "C", "H", "H", "H", "H", "H", "H", "H", "H", "H", "H", "H"], "coordinates": [[-1.3894, 0.0122, -1.0062], [0.7858, 2.4155, -1.1172], [-2.0913, 1.2591, -0.7442], [2.5454, -0.3684, -0.0497], [-1.9915, -1.2025, 0.1225], [0.4090, 1.7274, -0.2052], [1.3918, -0.6487, -0.4509], [0.2727, 0.2201, -0.2828], [-0.0821, 2.4064, 1.0870], [1.1925, -2.0802, -1.0455], [0.2310, 1.7210, 1.9533], [-1.4298, -2.0889, -0.1829], [-1.1687, 2.3376, 0.9327], [0.4102, -2.7145, -0.5918], [-1.6361, -0.8342, 1.1191], [-3.0302, -1.2926, -0.0753], [2.2462, -2.4293, -1.1381], [2.6216, 0.6434, 0.1993], [0.4237, 3.3218, 1.3795], [-0.4803, -0.3949, 2.0582], [0.7694, -2.0103, -1.9619]], "e_tot_ha": -838.401305, "lumo_energy_ev": [-1.72, -1.55], "e_homo_ev": [-9.65, -9.07], "gap_ev": [7.922, 7.516], "de_lowest_kcal_mol": 139.77}

---

[2]
{"formula": "C5H12NO", "method": "ωB97M-V/def2-TZVPD", "species": ["O", "N", "C", "C", "C", "C", "C", "H", "H", "H", "H", "H", "H", "H", "H", "H", "H", "H", "H"], "coordinates": [[-1.6285, -1.3471, 2.6186], [0.5322, 0.6808, 0.3974], [0.6017, 1.7798, -1.8005], [-1.4312, -1.7241, 1.3300], [0.4909, 2.0000, -0.2795], [0.3424, -0.6620, -0.2020], [0.0473, -1.7120, 0.8508], [-0.4851, 2.4043, -0.0098], [1.3769, 2.5810, -0.0309], [0.6827, -1.9400, 1.7061], [1.1927, 0.8800, -1.9354], [-1.7975, -2.7474, 1.1607], [1.3417, -0.9061, -0.5744], [0.2169, 0.7439, 1.3445], [-2.0515, -1.0605, 0.6979], [1.0523, 2.6713, -2.2273], [0.2257, -2.6440, 0.2754], [-0.3535, -0.5963, -1.0344], [-0.3560, 1.5984, -2.2873]], "e_tot_ha": -327.574905, "lumo_energy_ev": [1.01, -1.40], "s_squared": 0.754, "e_homo_ev": [-8.10, -8.10], "gap_ev": [9.107, 6.696], "de_lowest_kcal_mol": 32.74, "multiplicity": 2}

---

[3]
{"formula": "C5H6O", "method": "ωB97M-V/def2-TZVPD", "species": ["O", "C", "C", "C", "C", "C", "H", "H", "H", "H", "H", "H"], "coordinates": [[0.1283, 1.2221, 0.0262], [0.0170, -0.8564, -0.7723], [-0.6630, 1.2435, -1.0685], [0.4865, -0.0730, 0.2369], [0.7796, -0.3380, 1.6676], [-0.7799, 0.0032, -1.5995], [1.0037, -1.3914, 1.8365], [0.1929, -1.9170, -0.9095], [-1.4547, -0.2930, -2.3901], [-1.0851, 2.2078, -1.2995], [-0.1748, -0.1090, 2.1650], [1.5496, 0.3013, 2.1072]], "e_tot_ha": -269.328437, "lumo_energy_ev": 1.12, "smiles": "Cc1ccco1", "e_homo_ev": -8.41, "gap_ev": 9.531, "de_lowest_kcal_mol": 11.17}

---

[4]
{"formula": "C6H14N2O2", "method": "ωB97M-V/def2-TZVPD", "species": ["O", "O", "N", "N", "C", "C", "C", "C", "C", "C", "H", "H", "H", "H", "H", "H", "H", "H", "H", "H", "H", "H", "H", "H"], "coordinates": [[2.4244, 2.6307, 2.1398], [-2.9635, -1.7035, -3.8302], [-1.2547, -0.8594, -2.5518], [1.8651, 0.5309, 2.7185], [0.1992, 2.4541, 2.8049], [-2.1324, -3.0679, -2.0438], [-1.3294, 0.4494, -3.1552], [3.2511, 0.1418, 2.4387], [-2.1900, -1.8234, -2.9076], [1.5611, 1.8672, 2.5408], [3.6263, -0.4613, 3.2317], [-2.8282, -3.0016, -1.2070], [-1.8945, 1.2008, -2.6111], [-2.3288, -3.9199, -2.6793], [-1.1558, -3.2176, -1.5838], [-1.8071, 0.3765, -4.1322], [-0.5198, 2.0883, 2.0780], [-0.1288, 2.3600, 3.8400], [1.4198, -0.0658, 3.3939], [3.3596, -0.3607, 1.4750], [0.4219, 3.4728, 2.6893], [-0.3314, 0.8053, -3.4153], [3.8387, 1.0307, 2.3253], [-1.1028, -0.9274, -1.5586]], "e_tot_ha": -497.015241, "lumo_energy_ev": 0.42, "smiles": "CNC(C)=O.CNC(C)=O", "e_homo_ev": -9.73, "gap_ev": 10.148, "de_lowest_kcal_mol": 26.54}

---

[5]
{"formula": "C2H4P2", "method": "ωB97M-V/def2-TZVPD", "species": ["P", "P", "C", "C", "H", "H", "H", "H"], "coordinates": [[1.5798, -0.0935, -0.0093], [-1.1355, 0.5257, -0.2782], [0.4705, 1.2269, 0.2078], [0.0315, -1.0511, -0.3856], [-0.1543, -1.6856, 0.4065], [0.2229, -1.6081, -1.3922], [0.7315, 2.3657, 0.4014], [-1.7465, 0.3201, 1.0495]], "e_tot_ha": -761.133373, "lumo_energy_ev": [0.66, -2.32], "s_squared": 2.010, "e_homo_ev": [-6.38, -8.87], "gap_ev": [7.036, 6.549], "de_lowest_kcal_mol": 31.90, "multiplicity": 3}

---

[6]
{"formula": "C16H19F6N3O4", "method": "ωB97M-V/def2-TZVPD", "species": ["F", "F", "F", "F", "F", "F", "O", "O", "O", "O", "N", "N", "N", "C", "C", "C", "C", "C", "C", "C", "C", "C", "C", "C", "C", "C", "C", "C", "C", "H", "H", "H", "H", "H", "H", "H", "H", "H", "H", "H", "H", "H", "H", "H", "H", "H", "H", "H"], "coordinates": [[4.2898, -1.9421, -3.6670], [-2.0404, 3.8057, 2.6868], [2.6770, -1.4452, -4.9974], [-0.8888, 3.8823, 0.8705], [-0.2639, 5.0118, 2.5863], [2.7970, -3.4133, -4.1410], [2.4014, -0.3191, -2.4749], [-1.6914, -0.2230, 2.0052], [1.2860, 2.6493, 2.0552], [-0.2787, -1.8453, -1.2310], [0.6667, -2.2616, 0.7790], [-2.9014, -0.1884, 0.0820], [-2.2951, -2.1827, 1.0181], [2.0152, 0.3046, -1.3227], [1.4772, 1.8614, 0.9424], [-0.1556, -3.4094, 1.0842], [0.4633, -1.5050, -0.3240], [2.9807, -2.1084, -3.8818], [-1.4375, -3.0033, 1.8342], [-2.2339, -0.8137, 1.0812], [-2.0280, 1.7036, -1.2317], [0.9755, 0.5797, 0.8280], [0.0325, 2.6414, 2.6891], [2.5481, 1.5908, -1.1810], [-2.9145, 1.2485, -0.0776], [-0.7882, 3.8417, 2.2054], [2.2812, 2.3669, -0.0784], [1.2115, -0.2083, -0.3033], [2.1354, -1.6766, -2.6878], [-1.9802, -3.9028, 2.1373], [0.3328, 0.1829, 1.5983], [-0.4236, -3.8780, 0.1332], [-2.0298, 2.7873, -1.2949], [1.0784, -1.8647, -2.9218], [2.4306, -2.2947, -1.8285], [-2.5705, 1.6730, 0.8662], [-2.5674, -2.5881, 0.1352], [-3.1733, -0.7269, -0.7249], [0.4249, -4.1122, 1.6845], [-1.1886, -2.4160, 2.7218], [0.1981, 2.7643, 3.7637], [-0.5589, 1.7364, 2.5085], [1.1914, -1.8589, 1.5401], [-1.0047, 1.3685, -1.0812], [-3.9468, 1.5719, -0.2464], [2.6865, 3.3610, 0.0137], [3.1709, 1.9588, -1.9800], [-2.3906, 1.2956, -2.1727]], "e_tot_ha": -1685.610022, "lumo_energy_ev": 0.57, "smiles": "CCNC(=O)NCCNC(=O)c1cc(OCC(F)(F)F)ccc1OCC(F)(F)F", "e_homo_ev": -8.57, "gap_ev": 9.142}

---

[7]
{"formula": "C9H6Cl2N2O4RuSm", "method": "ωB97M-V/def2-TZVPD", "species": ["Sm", "Ru", "Cl", "Cl", "O", "O", "O", "O", "N", "N", "C", "C", "C", "C", "C", "C", "C", "C", "C", "H", "H", "H", "H", "H", "H"], "coordinates": [[-0.1204, -0.8926, -7.0954], [0.2175, -1.8847, 0.0959], [1.6075, -3.1133, -1.2471], [-1.0049, 1.4015, -6.8474], [1.8126, 2.7868, 4.7867], [-1.5237, -3.6969, 1.6943], [0.4528, -3.7311, -9.3087], [-0.8452, -0.4937, -10.4569], [-0.3505, 2.5115, 5.4863], [-0.0129, -0.2734, 1.2911], [-0.7820, -2.9971, 1.0864], [-1.0711, 0.1185, 2.0585], [0.6973, 2.3008, 4.6467], [-0.9133, 0.9818, 3.1578], [0.2966, -2.8800, -8.5333], [0.3712, 1.4422, 3.4935], [1.2147, 0.2614, 1.5490], [-0.6692, -0.4219, -9.3065], [1.4348, 1.1196, 2.6342], [-1.1982, 2.0048, 5.3743], [-2.0439, -0.2740, 1.7577], [1.9897, -0.0762, 0.8542], [2.4395, 1.5153, 2.7946], [-1.8105, 1.2831, 3.6963], [-0.1882, 3.0077, 6.3376]], "e_tot_ha": -2428.440958, "charge": 4, "lumo_energy_ev": [-15.69, -15.97], "s_squared": 30.086, "e_homo_ev": [-18.07, -20.33], "gap_ev": [2.384, 4.357], "multiplicity": 11}